C2H3N3O | ωB97M-V with the def2-TZVPD basis set

## Properties
- E_tot: -317.36378 hartree
- ΔE to the lowest compared entry with this formula, charge and spin: 105.8 kcal/mol
- SMILES: Nc1conn1
- LUMO energy: 0.7 eV
- Kohn-Sham gap: 9.1 eV

Each line ends with the natural charge from an NBO analysis.
Cartesian coordinates (Å):
N: 1.650 -0.345 -0.040  -0.829
C: 0.248 -0.431 -0.085  0.318
C: -0.696 0.966 0.091  -0.021
O: -1.873 0.463 -0.136  -0.225
N: -1.926 -0.842 -0.387  0.025
N: -0.637 -1.373 -0.337  -0.310
H: 2.345 -1.054 0.210  0.412
H: 1.835 0.532 0.416  0.386
H: -0.947 2.084 0.268  0.244


C2H3N3O | ωB97M-V with the def2-TZVPD basis set

## Properties
- E_tot: -317.40508 hartree
- ΔE to the lowest compared entry with this formula, charge and spin: 79.8 kcal/mol
- SMILES: C1=NNC=NO1
- LUMO energy: 0.9 eV
- Kohn-Sham gap: 10.1 eV

Each line ends with the natural charge from an NBO analysis.
Cartesian coordinates (Å):
C: -0.713 0.941 -0.012  0.173
C: 1.129 -0.796 -0.007  0.326
H: -1.901 -0.658 0.096  0.377
H: -1.467 1.597 -0.385  0.210
H: 2.071 -1.276 -0.448  0.198
N: -1.006 -0.416 0.414  -0.472
N: 0.428 1.443 -0.013  -0.138
N: -0.028 -1.349 -0.021  -0.286
O: 1.487 0.514 0.375  -0.388


C2H3N3O | ωB97M-V with the def2-TZVPD basis set

## Properties
- E_tot: -317.48138 hartree
- ΔE to the lowest compared entry with this formula, charge and spin: 32.0 kcal/mol
- SMILES: Oc1cn[nH]n1
- LUMO energy: 0.9 eV
- Kohn-Sham gap: 10.6 eV

Each line ends with the natural charge from an NBO analysis.
Cartesian coordinates (Å):
O: -1.973 -0.257 -0.272  -0.647
C: -0.654 -0.147 -0.062  0.408
N: 0.157 -1.121 0.272  -0.325
N: 1.347 -0.464 0.507  -0.216
N: 1.295 0.838 0.208  -0.207
C: 0.068 1.075 -0.146  -0.127
H: -2.219 -1.177 -0.114  0.495
H: 2.194 -0.799 0.081  0.396
H: -0.216 2.056 -0.476  0.222


E_HOMO, record by record: -8.49; -9.27; -9.71 eV